Run 1
14
Properties=species:S:1:pos:R:3 method="wB97M-V/def2-TZVPD" charge=-1 lumo_energy_ev=2.014 gap_ev=4.925 homo_energy_ev=-2.910
O -1.617 1.627 -1.920
O -1.023 -1.925 0.545
N -1.083 0.333 -0.024
N 2.097 0.068 1.182
C -0.373 -0.896 0.253
C 0.935 -0.573 1.295
C -0.663 0.928 -1.380
H 0.568 0.471 1.518
H 0.327 -1.117 -0.621
H -0.388 0.034 -2.018
H 1.950 0.937 0.667
H -1.997 0.001 -0.303
H 1.003 -1.414 1.985
H 0.265 1.525 -1.177

***

Run 2
14
Properties=species:S:1:pos:R:3 method="wB97M-V/def2-TZVPD" charge=-1 lumo_energy_ev=4.066 gap_ev=6.852 homo_energy_ev=-2.786
O 1.721 -0.249 -2.463
O 0.603 -2.005 -2.325
N 0.662 -0.788 -2.139
N -0.745 -1.617 0.036
C -0.422 1.824 1.215
C 0.105 0.433 0.661
C -0.735 -0.296 -0.342
H -1.320 1.543 1.638
H 0.906 0.614 -0.082
H -0.127 -2.011 0.829
H -0.661 -2.104 -0.841
H -0.695 2.603 0.490
H 0.312 2.327 1.923
H 0.395 -0.273 1.401

***

Run 3
14
Properties=species:S:1:pos:R:3 method="wB97M-V/def2-TZVPD" charge=-1 lumo_energy_ev=4.129 gap_ev=7.796 homo_energy_ev=-3.667 smiles="NCC(=O)NC[O-]"
O -0.341 -0.993 1.645
O -0.088 -1.240 -2.672
N 0.923 2.280 0.679
N -0.338 -0.135 -0.449
C -0.176 -0.041 0.855
C 0.130 1.330 1.496
C -0.365 -1.584 -1.494
H 1.911 2.114 0.818
H -1.385 -1.915 -1.208
H 0.767 2.154 -0.315
H 0.345 -2.167 -0.872
H -0.838 1.786 1.645
H 0.681 1.183 2.419
H -0.167 0.658 -1.051

***

Run 4
14
Properties=species:S:1:pos:R:3 method="wB97M-V/def2-TZVPD" charge=-1 lumo_energy_ev=3.909 gap_ev=5.942 homo_energy_ev=-2.033 smiles="CC(=O)NN(C)[O-]"
O 2.398 -1.000 0.206
O -1.196 1.326 0.644
N 0.182 -0.447 0.080
N 1.607 0.044 0.470
C -2.193 -0.774 0.210
C -1.014 0.135 0.335
C 1.870 1.152 -0.427
H -2.073 -1.523 0.932
H 2.373 1.786 0.214
H -2.212 -1.353 -0.690
H 0.022 -1.417 -0.256
H 1.008 1.504 -0.836
H -3.197 -0.251 0.367
H 2.425 0.815 -1.250

***

Most favorable structure: run 3. The second most favorable one is 275.2 kJ/mol above it.

***

Run 1
22
Properties=species:S:1:pos:R:3 method="wB97M-V/def2-TZVPD" charge=-1 lumo_energy_ev="3.472 / 3.322" spin_multiplicity=2 gap_ev="2.682 / 10.102" homo_energy_ev="0.790 / -6.779"
O 1.874 -1.384 -1.790
O 2.164 -1.961 1.552
O -2.998 -0.184 1.554
O -0.551 -2.215 1.548
N 0.395 0.479 -0.446
C -0.425 2.668 -1.353
C -0.560 1.639 -0.229
H -0.309 2.044 0.754
H -0.077 -1.626 2.140
H 2.151 -2.392 0.677
H -0.558 3.719 -1.085
H 2.183 -0.945 -2.591
H 1.716 -0.727 -1.089
H 0.578 2.657 -1.797
H 0.252 0.123 0.506
H -0.040 -0.255 -1.006
H 2.982 -1.457 1.707
H -3.673 -0.459 0.921
H 0.051 -2.730 1.006
H -1.606 1.349 -0.276
H -1.264 2.474 -2.039
H -2.287 -0.816 1.336

***

Run 2
22
Properties=species:S:1:pos:R:3 method="wB97M-V/def2-TZVPD" charge=-1 lumo_energy_ev="3.040 / 2.935" spin_multiplicity=2 gap_ev="2.202 / 8.732" homo_energy_ev="0.838 / -5.796"
O 3.620 -1.629 -0.655
O -1.490 0.648 -2.277
O -3.020 -0.536 -0.228
O -0.842 -1.686 1.281
N 0.790 -0.144 -0.047
C 0.839 1.118 0.766
C -0.491 1.928 0.849
H 0.222 -0.070 -0.846
H -1.676 0.705 -3.208
H -0.926 2.073 -0.180
H -0.353 -1.651 2.100
H -1.206 1.428 1.492
H -3.410 -1.377 -0.450
H 1.454 1.744 0.084
H 1.385 1.095 1.696
H 4.176 -2.436 -0.853
H -2.260 -0.867 0.331
H 1.685 -0.648 -0.245
H -0.239 2.916 1.271
H -0.186 -1.196 0.676
H -2.062 -0.028 -1.772
H 3.988 -1.388 0.214

***

Most favorable structure: run 2. The second most favorable one is 33.5 kJ/mol above it.

***

Run 1
20
Properties=species:S:1:pos:R:3 method="wB97M-V/def2-TZVPD" lumo_energy_ev=1.199 gap_ev=11.951 homo_energy_ev=-10.752 smiles=CCCCCC
C 2.639 -0.682 -1.368
C -1.786 0.606 1.295
C 0.424 -0.316 -0.023
C 1.865 0.243 -0.387
C -0.448 0.905 0.567
C -2.657 -0.400 0.343
H 1.684 1.215 -0.925
H -2.254 1.569 1.535
H -1.543 0.077 2.259
H 0.473 -1.247 0.690
H 2.805 -1.685 -0.768
H -3.415 -1.245 0.782
H 2.395 0.427 0.582
H -0.150 -0.579 -0.949
H -1.889 -1.035 -0.304
H 3.521 -0.179 -1.657
H -3.127 0.166 -0.402
H -0.725 1.610 -0.271
H 0.238 1.403 1.298
H 1.950 -0.853 -2.297

***

Run 2
20
Properties=species:S:1:pos:R:3 method="wB97M-V/def2-TZVPD" lumo_energy_ev=1.138 gap_ev=10.150 homo_energy_ev=-9.012 smiles="C=C(C)C(C)C.[H][H]"
C 1.450 -0.415 1.090
C 1.397 0.773 -1.129
C -1.711 1.043 -0.371
C -0.756 0.124 -0.222
C 0.651 0.538 0.187
C -0.996 -1.313 -0.605
H 2.381 1.221 -0.965
H 2.442 0.017 1.274
H 1.534 -0.180 -1.655
H -1.539 2.086 -0.115
H -1.615 -0.025 1.658
H -1.326 -0.543 2.115
H 1.614 -1.392 0.620
H 0.803 1.430 -1.771
H -0.423 -2.024 0.001
H -2.055 -1.577 -0.522
H 0.568 1.496 0.720
H -0.697 -1.452 -1.650
H -2.704 0.775 -0.726
H 0.981 -0.581 2.065

***

Most favorable structure: run 1. The second most favorable one is 23.4 kJ/mol above it.

***

Run 1
20
Properties=species:S:1:pos:R:3 method="wB97M-V/def2-TZVPD" lumo_energy_ev=-1.562 gap_ev=4.721 homo_energy_ev=-6.283
C -1.060 -0.242 -0.304
C -0.743 -1.544 -0.991
C -0.363 1.532 1.480
C -0.718 0.036 1.115
C 0.567 -1.479 -1.750
C 0.839 1.969 0.628
H 0.665 -0.573 -2.342
H 0.906 3.033 0.389
H -2.026 0.168 -0.568
H -1.628 -0.180 1.720
H -0.048 1.533 2.520
H 0.095 -0.492 1.614
H 0.794 -2.438 -2.241
H -1.505 -1.722 -1.751
H 0.761 1.511 -0.359
H -1.244 2.164 1.373
H 1.452 -1.369 -0.956
H 1.741 1.653 1.154
H 2.269 -1.176 -0.453
H -0.754 -2.384 -0.276

***

Run 2
20
Properties=species:S:1:pos:R:3 method="wB97M-V/def2-TZVPD" lumo_energy_ev=1.082 gap_ev=8.099 homo_energy_ev=-7.017
C -2.113 1.109 0.630
C 1.985 -0.753 0.582
C 1.093 0.808 -1.198
C 0.986 0.314 0.221
C -1.127 -1.463 -0.613
C -0.707 -0.683 0.403
H -1.848 2.057 1.102
H -2.409 1.230 -0.408
H 0.921 -0.019 -1.896
H -0.676 -1.051 1.421
H -1.463 -2.469 -0.402
H 1.812 -1.648 -0.025
H 3.010 -0.412 0.390
H -2.838 0.536 1.198
H -1.211 -1.105 -1.630
H -0.763 0.646 0.451
H 2.090 1.214 -1.403
H 1.921 -1.034 1.637
H 0.367 1.596 -1.416
H 0.971 1.125 0.954

***

Most favorable structure: run 2. The second most favorable one is 168.1 kJ/mol above it.

***

Run 1
20
Properties=species:S:1:pos:R:3 method="wB97M-V/def2-TZVPD" lumo_energy_ev=1.158 gap_ev=11.677 homo_energy_ev=-10.519 smiles=CC(C)C(C)C
C 2.000 0.133 -0.009
C -0.354 -0.549 -0.666
C 0.624 -0.309 0.531
C 0.120 0.662 1.699
C -0.600 0.745 -1.459
C -1.666 -1.144 -0.171
H 0.076 -1.270 -1.391
H -0.693 0.260 2.343
H 0.940 0.860 2.416
H 2.770 0.110 0.766
H 1.914 1.166 -0.368
H 0.641 -1.123 1.244
H -2.146 -0.448 0.525
H 2.391 -0.446 -0.864
H 0.306 1.113 -1.955
H -1.480 -2.087 0.355
H -0.965 1.537 -0.796
H -1.356 0.597 -2.240
H -0.222 1.606 1.289
H -2.367 -1.341 -0.990

***

Run 2
20
Properties=species:S:1:pos:R:3 method="wB97M-V/def2-TZVPD" lumo_energy_ev=1.230 gap_ev=12.172 homo_energy_ev=-10.943 smiles=CCCC(C)C
C 0.743 0.055 -0.874
C -0.397 -0.037 -1.892
C 0.254 -0.194 0.560
C 1.861 -0.917 -1.254
C -1.343 0.551 2.442
C -0.897 0.722 0.981
H 1.150 1.078 -0.909
H 2.711 -0.849 -0.565
H -1.156 0.735 -1.734
H -0.893 -1.015 -1.823
H -1.752 0.517 0.329
H -2.434 0.537 2.511
H 1.494 -1.951 -1.234
H -0.018 0.079 -2.914
H -0.985 1.355 3.092
H -0.077 -1.241 0.649
H -0.612 1.766 0.786
H -0.980 -0.394 2.862
H 2.230 -0.713 -2.267
H 1.101 -0.084 1.254

***

Most favorable structure: run 2. The second most favorable one is 37.8 kJ/mol above it.

***

Run 1
16
Properties=species:S:1:pos:R:3 method="wB97M-V/def2-TZVPD" lumo_energy_ev=0.493 gap_ev=10.457 homo_energy_ev=-9.964 smiles="C[C@@H](N)C(=O)O.O"
O 1.679 -1.728 0.848
O 0.871 2.250 -0.963
O 1.728 0.942 0.601
N -0.801 -0.415 0.867
C 0.734 1.343 -0.190
C -0.651 0.687 -0.095
C -0.984 0.158 -1.485
H -1.209 0.969 -2.180
H 1.640 0.003 0.910
H 1.838 -2.228 1.660
H -1.745 -0.598 -1.553
H 0.703 -1.734 0.777
H -1.701 -0.833 0.710
H -0.061 -0.231 -1.928
H -1.295 1.528 0.184
H -0.746 -0.113 1.839

***

Run 2
16
Properties=species:S:1:pos:R:3 method="wB97M-V/def2-TZVPD" lumo_energy_ev=0.699 gap_ev=9.695 homo_energy_ev=-8.996
O 0.068 -0.638 -0.873
O 1.528 1.100 -0.808
O 2.573 -0.804 -0.010
N 1.387 0.464 1.396
C 1.699 0.200 0.120
C -2.055 0.435 -0.324
C -1.149 -0.789 -0.201
H 0.604 0.540 -1.231
H 0.774 1.240 1.576
H 1.466 -0.266 2.083
H -0.948 -0.980 0.869
H -2.299 0.619 -1.372
H 2.575 -1.071 -0.940
H -1.555 1.328 0.061
H -2.987 0.297 0.230
H -1.680 -1.676 -0.577

***

Run 3
16
Properties=species:S:1:pos:R:3 method="wB97M-V/def2-TZVPD" lumo_energy_ev=0.733 gap_ev=10.581 homo_energy_ev=-9.848 smiles="O=CCNCO.O"
O 1.164 1.432 -0.259
O -3.532 0.485 0.323
O 6.898 -0.189 -1.177
N -1.610 -0.760 -0.186
C -0.691 0.141 0.557
C -2.932 -0.762 0.460
C 0.004 1.152 -0.319
H 5.940 -0.359 -1.130
H 0.137 -0.484 0.921
H -3.146 0.882 -0.476
H 7.061 0.393 -0.436
H -1.169 -1.666 -0.134
H -1.161 0.644 1.404
H -3.493 -1.587 0.012
H -2.837 -0.997 1.536
H -0.634 1.674 -1.094

***

Run 4
16
Properties=species:S:1:pos:R:3 method="wB97M-V/def2-TZVPD" lumo_energy_ev="0.027 / -1.820" gap_ev="9.631 / 6.331" homo_energy_ev="-9.604 / -8.151"
O 0.068 0.504 -2.474
O 1.337 -1.050 2.370
O -1.019 -0.191 -1.881
N -0.115 -1.145 0.631
C -1.915 0.481 0.254
C 1.757 0.433 0.526
C 1.025 -0.666 1.262
H 1.431 0.545 -0.506
H -0.225 -1.049 -0.390
H -2.322 -0.456 -0.071
H 2.826 0.237 0.590
H -1.005 0.986 -0.006
H -0.531 -1.956 1.069
H 1.568 1.376 1.044
H -0.310 0.863 -3.289
H -2.572 1.089 0.870

***

Most favorable structure: run 1. The second most favorable one is 149.4 kJ/mol above it.